{"formula": "C20H64N5O8", "method": "ωB97M-V with the def2-TZVPD basis set", "elements": ["N", "H", "H", "H", "H", "C", "C", "C", "O", "C", "N", "H", "H", "H", "H", "H", "H", "H", "H", "H", "H", "H", "C", "C", "C", "O", "C", "N", "H", "H", "H", "H", "H", "H", "H", "H", "H", "H", "H", "C", "C", "C", "O", "C", "N", "H", "H", "H", "H", "H", "H", "H", "H", "H", "H", "H", "C", "C", "C", "O", "C", "N", "H", "H", "H", "H", "H", "H", "H", "H", "H", "H", "H", "C", "O", "H", "H", "H", "H", "C", "O", "H", "H", "H", "H", "C", "O", "H", "H", "H", "H", "C", "O", "H", "H", "H", "H"], "xyz": [[-0.0541, -0.5013, 0.0315], [0.1459, 0.4317, -0.0955], [0.7159, -0.9883, 0.3165], [-0.0651, -0.8793, -0.8965], [-0.7181, -0.5803, 0.7065], [-2.1701, 3.7237, -0.2885], [-2.9351, 3.1597, -1.5205], [-4.0491, 4.2137, -1.9245], [-4.8641, 4.5017, -0.7345], [-6.0681, 5.2047, -1.0685], [-1.9631, 3.0607, -2.6185], [-2.7331, 3.5137, 0.4745], [-1.5711, 4.6287, -0.2495], [-1.1421, 3.0757, -0.1225], [-3.3741, 2.2177, -1.1785], [-4.6101, 4.0667, -2.9985], [-3.7191, 5.2307, -1.9585], [-5.9611, 6.3497, -1.6225], [-6.3061, 5.5457, -0.0895], [-6.7001, 4.5397, -1.4585], [-2.3931, 2.4637, -3.4425], [-1.1901, 2.4847, -2.2195], [-1.4481, -3.2803, 2.1285], [-1.9751, -1.8363, 2.0715], [-2.3961, -1.3913, 0.7665], [-1.3371, -1.6493, -0.2275], [-1.6951, -0.9793, -1.4905], [-3.0811, -1.6863, 2.9265], [-0.5081, -3.1223, 1.8335], [-2.1981, -3.8603, 1.5115], [-1.6021, -3.5693, 2.9665], [-1.1441, -1.0763, 2.2495], [-2.8131, -0.4613, 0.8125], [-3.3401, -1.9533, 0.3825], [-1.5321, 0.0757, -1.4385], [-2.4001, -1.4493, -2.0005], [-1.0601, -1.3103, -2.1945], [-2.6041, -1.9883, 3.7375], [-4.0261, -2.1713, 2.6315], [3.4399, -2.7823, 2.3265], [2.3029, -3.4403, 3.0615], [0.8699, -3.2813, 2.8205], [0.6669, -1.9093, 2.5435], [0.2859, -1.1033, 3.6195], [2.5439, -4.9393, 3.0365], [3.3619, -2.9283, 1.2775], [4.5279, -2.9843, 2.7035], [3.1099, -1.8713, 2.5125], [2.2199, -3.2963, 4.1445], [0.2819, -3.7903, 3.6515], [0.6249, -3.8023, 1.8725], [0.2489, -0.1943, 3.0985], [0.8029, -0.7543, 4.5885], [-0.8391, -1.2693, 4.0265], [3.3269, -5.2763, 3.7375], [2.0269, -5.3393, 3.7155], [4.4049, 0.1997, -1.2405], [3.5809, 1.1747, -2.1305], [3.0389, 0.4647, -3.3355], [4.0719, -0.1583, -4.1335], [3.7449, -0.9733, -5.0785], [2.3719, 1.6867, -1.3635], [4.5299, 0.6647, -0.3485], [5.5229, -0.0523, -1.5625], [3.9369, -0.8623, -1.1075], [4.1969, 2.0807, -2.1925], [2.3359, 1.0857, -3.7695], [2.4589, -0.5433, -2.9655], [3.0199, -0.5373, -5.8035], [3.1579, -1.9043, -4.7505], [4.5009, -1.0973, -5.7625], [1.6409, 1.8437, -1.8455], [2.6209, 2.7267, -1.0825], [3.1549, 1.2897, 2.4755], [2.2179, 0.7187, 1.4675], [3.8479, 1.9847, 1.8085], [3.6179, 0.5477, 3.0495], [2.6969, 1.9667, 3.3325], [2.6699, 1.1567, 0.7635], [-1.1351, 2.1637, 1.7605], [-2.1931, 1.2697, 1.3405], [-1.3361, 3.2507, 1.4485], [-0.2311, 1.7117, 1.6815], [-1.3761, 2.4987, 2.8905], [-3.0611, 1.4587, 2.0005], [-0.3341, -4.4573, -1.1535], [0.6289, -3.4623, -0.8565], [-0.4231, -4.7973, -2.0885], [-1.3991, -4.2293, -0.6775], [0.0529, -5.3883, -0.7145], [1.2869, -3.9593, -0.2595], [-0.1041, 2.8497, -2.5665], [-0.1211, 1.5287, -2.7435], [0.9159, 3.5427, -2.4915], [-0.4751, 3.0947, -1.6625], [-0.7671, 3.3647, -3.2055], [-0.1841, 1.3017, -3.5695]], "forces_ev_per_a": [[8.2, 6.0, -0.9], [2.1, 3.2, 0.1], [3.3, -1.0, 2.1], [0.3, 0.6, -0.4], [-1.3, 1.0, 2.0], [5.6, -1.8, -4.8], [-1.0, 3.0, -0.5], [-0.9, 0.1, -0.1], [-0.4, -1.1, -1.7], [3.9, 4.9, 1.5], [-12.6, -2.8, -0.5], [-3.0, -0.5, 4.4], [-1.2, 1.1, -0.6], [-3.0, 0.9, -1.0], [-0.2, 0.0, -0.2], [0.9, -0.4, 2.8], [1.7, 0.4, -1.2], [0.1, -3.5, 0.7], [-1.2, 0.1, 0.7], [-2.9, -2.0, -2.0], [0.5, 1.4, 1.8], [-8.2, -1.3, 0.8], [-4.6, 4.6, -10.6], [0.7, -0.2, -1.3], [-2.7, -4.8, -3.9], [-11.3, -6.8, -2.9], [1.1, 0.0, 3.9], [-2.6, 1.0, 0.0], [0.8, -0.9, -2.1], [1.3, 0.3, 0.1], [-1.1, -3.7, 10.5], [-1.8, -1.2, 0.6], [0.1, 2.7, -0.4], [1.4, 0.1, 0.7], [-1.3, 0.7, -0.1], [-5.0, -1.1, -1.1], [4.0, -1.0, -2.2], [-1.5, -0.6, 2.0], [3.0, 0.8, 1.0], [1.2, -2.8, 0.9], [2.2, -4.6, 3.4], [1.8, -1.1, -1.7], [0.6, -0.5, 1.8], [-2.5, 1.4, 2.6], [3.7, 0.0, -0.4], [0.1, -0.4, -1.0], [-2.4, 0.2, -0.5], [-0.1, 5.3, 0.3], [1.6, 1.3, 0.3], [0.6, 1.1, -1.0], [1.1, -0.3, 0.9], [-0.4, 1.9, -0.3], [0.7, -1.9, -1.5], [2.7, -0.1, -0.8], [0.1, 1.8, -2.5], [-4.5, -1.7, 2.1], [1.1, -3.1, -2.9], [0.1, -0.6, 1.8], [1.1, -4.8, 1.1], [1.3, 4.7, 4.3], [-5.3, -2.4, -2.8], [8.1, 1.4, 5.6], [0.2, 1.1, 3.1], [-2.5, 0.8, 0.0], [0.4, 2.1, -0.2], [0.1, -0.5, -1.3], [-1.2, 1.2, -2.1], [0.7, 2.5, -0.3], [-0.4, 0.3, 0.3], [1.3, 0.6, -0.2], [2.4, -1.2, -0.9], [-6.1, 0.6, -4.8], [-0.5, -2.8, -0.5], [-1.1, 3.3, -0.7], [0.9, 0.7, 2.6], [-0.8, -1.5, 2.1], [1.2, -1.3, 0.2], [0.2, -1.1, -2.1], [-0.7, -0.2, -2.0], [-5.3, 3.9, 4.8], [-2.5, 1.9, 2.7], [1.5, -2.3, 0.2], [2.9, -0.9, -0.5], [1.1, -1.7, -1.6], [3.6, -0.9, -2.8], [-1.6, -0.4, 5.2], [1.7, -0.9, 1.1], [-0.3, 0.0, -4.3], [2.3, -0.3, -1.1], [-0.6, 0.0, 0.5], [-1.3, 1.6, -1.5], [14.3, 6.2, -3.1], [2.6, -2.4, 6.7], [-0.5, -2.3, -0.6], [1.5, 1.3, 3.6], [3.1, 1.8, -2.3], [-0.5, -1.9, -7.4]], "orbital_gap_ev": 8.33, "e_homo_ha": -0.3786, "charge": 1}

{"formula": "C2H8NS2", "method": "ωB97M-V with the def2-TZVPD basis set", "elements": ["N", "C", "C", "S", "S", "H", "H", "H", "H", "H", "H", "H", "H"], "xyz": [[0.0378, -1.8032, 0.3758], [-0.1942, -0.3465, 0.2474], [0.6318, 0.3142, -0.7974], [-0.1321, 1.8244, -1.3271], [-0.3126, 2.7353, 0.5834], [0.3296, -2.3274, -0.4755], [0.8648, -1.9160, 0.9683], [-0.7549, -2.3346, 0.7809], [-1.2852, -0.1794, -0.0742], [-0.0797, 0.0999, 1.2634], [0.8918, -0.3045, -1.6508], [1.4794, 0.6884, -0.2848], [-1.4766, 3.5495, 0.3907]], "forces_ev_per_a": [[1.0, -1.7, 0.0], [-3.4, 0.6, 0.0], [0.4, 0.4, 0.9], [-0.9, 1.2, -0.6], [-1.0, 1.0, -0.4], [-0.6, 0.7, 0.1], [-0.2, -0.3, 0.4], [0.5, 0.5, 0.0], [1.4, -0.6, 0.7], [-0.1, -0.4, -0.9], [0.0, 0.1, -0.2], [1.7, -0.2, 0.0], [1.4, -1.4, -0.1]], "orbital_gap_ev": 8.05, "e_homo_ha": -0.4446, "charge": 1}

For the records above, the corresponding F_max values read 15.92 3.47 eV Å⁻¹.